(1)
Computed, not measured: a gas-phase ion, C24H24NO3 (charge +1) at a distorted geometry, with ωB97M-V/def2-TZVPD.

* ΔE to the lowest compared entry with this formula, charge and spin: 44.2 kcal/mol
* highest occupied orbital energy: -10.934 eV
* E_LUMO: -0.1120 Ha
* SMILES: COc1ccc([C@H](c2ccc(Oc3ccccc3)cc2)[N+]2=C(C)OCC2)cc1
* net charge: +1
* gap between HOMO and LUMO: 7.885 eV
* max |F|: 0.042 Eh/bohr

Geometry as XYZ:
```
52
Properties=species:S:1:pos:R:3:forces:R:3
C 2.66930 2.63778 -0.26611 0.03 0.31 -0.37
C 2.47594 1.69795 0.83569 0.39 -0.89 1.54
N 1.93321 1.83217 2.04825 0.85 0.60 -1.25
C 1.88813 0.48358 2.63071 -0.95 0.49 1.28
C 2.75545 -0.32651 1.76936 1.20 -1.17 -0.78
O 2.99681 0.49877 0.60751 -0.59 1.03 -0.02
H 2.20336 3.60280 -0.08966 0.10 0.01 -0.10
H 3.75419 2.74960 -0.40728 -0.28 0.12 0.08
H 2.29218 2.16306 -1.18536 0.02 0.22 0.30
H 2.22867 0.51000 3.63847 0.27 0.06 0.82
H 0.89919 0.05990 2.64418 -0.74 0.35 -0.01
H 3.71599 -0.55244 2.22786 0.09 -0.01 -0.16
H 2.29338 -1.24831 1.41310 0.10 0.11 0.11
C 3.97973 7.92948 5.49744 -0.57 -0.22 -0.24
O 3.12204 8.08686 4.33052 0.00 -0.22 0.31
C 2.36187 7.01576 3.97998 1.02 -0.75 -0.11
C 1.91124 6.90558 2.64021 -0.20 -0.14 0.65
C 1.42835 5.67870 2.17725 0.20 -0.64 -0.07
C 1.36832 4.50722 2.99786 0.48 0.03 0.22
C 1.00798 3.05691 2.42568 -1.53 1.46 -0.50
C -0.16592 2.46718 3.23545 0.57 0.16 -0.72
C -1.36244 2.10939 2.61387 -0.14 -0.48 -0.69
C -2.09916 1.02745 3.08136 -0.18 -0.11 0.88
C -1.71179 0.40861 4.28422 0.16 -0.87 -0.06
O -2.27479 -0.83992 4.58380 0.44 0.64 0.02
C -2.95231 -0.95798 5.80485 -0.30 0.47 -0.03
C -4.30823 -1.26958 5.70358 0.36 0.44 0.17
C -5.11905 -1.06044 6.81188 0.04 -0.31 0.14
C -4.57067 -0.62388 8.01936 0.02 0.16 0.03
C -3.19492 -0.42325 8.12640 -0.12 -0.33 -0.03
C -2.36469 -0.63626 7.02937 -0.25 0.00 -0.21
C -0.68524 0.96141 5.06071 -0.62 -0.02 -0.38
C 0.04134 2.02434 4.53589 0.48 -0.64 0.71
C 1.49805 4.79804 4.37321 0.49 -0.49 0.39
C 2.12921 5.94351 4.86083 -0.34 0.64 -0.45
H 4.62359 8.80845 5.53127 -0.20 -0.12 -0.09
H 3.37907 7.86730 6.42232 0.26 0.13 -0.38
H 4.59041 7.01506 5.39817 -0.23 0.36 -0.02
H 1.96879 7.78708 1.99641 -0.04 -0.41 0.15
H 1.01861 5.64594 1.16077 0.50 -0.14 0.17
H 0.81946 3.20760 1.34746 -1.32 0.77 0.89
H -1.71646 2.63677 1.72015 0.45 -0.40 0.09
H -2.96796 0.63140 2.54907 0.30 0.26 0.18
H -4.69915 -1.58457 4.73957 -0.01 0.16 0.18
H -6.18810 -1.23206 6.71703 0.16 0.01 0.12
H -5.21522 -0.42893 8.87773 0.18 -0.08 -0.28
H -2.74568 -0.09554 9.06053 -0.17 -0.14 -0.08
H -1.28910 -0.52184 7.12876 -0.42 -0.06 0.05
H -0.40570 0.52779 6.01996 -0.09 0.38 -0.51
H 0.82519 2.39803 5.20057 0.05 -0.31 -0.73
H 1.08201 4.17194 5.16095 0.62 -0.27 -0.46
H 2.42696 6.02482 5.92134 -0.57 -0.14 -0.75
```
Positions in Å, forces in eV/Å.

---

(2)
Computed, not measured: a molecular structure, C24H25BF4IrN7OS at a distorted geometry, with ωB97M-V/def2-TZVPD.

* ΔE to the lowest compared entry with this formula, charge and spin: 26.0 kcal/mol
* highest occupied orbital energy (spin up / spin down): -11.179 / -11.267 eV
* E_LUMO (spin up / spin down): -0.1313 / -0.1747 Ha
* multiplicity: 2
* net charge: +1
* gap between HOMO and LUMO (spin up / spin down): 7.606 / 6.513 eV
* max |F|: 0.026 Eh/bohr

Geometry as XYZ:
```
64
Properties=species:S:1:pos:R:3:forces:R:3
Ir 0.04941 0.79640 -0.22404 -0.42 -1.20 0.35
C -0.01397 0.81168 4.38666 0.05 -0.02 0.03
C -0.03857 1.12783 2.93210 -0.02 0.07 0.01
N -0.11608 0.26203 1.99863 0.04 0.04 0.06
N -0.21758 -1.07392 2.22863 -0.06 0.12 -0.08
C -0.65118 -1.63286 1.13022 -0.02 -0.02 0.20
O -0.91548 -0.94550 0.06004 0.08 0.12 -0.20
C -0.89284 -3.08255 1.06686 0.02 -0.02 0.06
C -0.65447 -3.87897 2.18665 -0.02 0.00 -0.02
C -0.85977 -5.24522 2.11317 0.00 0.02 0.00
C -1.30399 -5.81847 0.92796 0.00 -0.02 0.02
C -1.54518 -5.02649 -0.18576 0.00 0.00 0.00
C -1.33954 -3.65818 -0.12038 0.00 0.00 0.00
C -0.03301 2.50384 2.41191 -0.12 -0.22 0.06
C 0.15932 3.62201 3.19691 -0.03 -0.01 0.03
C 0.12490 4.87260 2.59789 0.00 -0.02 0.00
C -0.12754 4.95382 1.24231 0.00 0.08 -0.01
C -0.31424 3.78903 0.52062 -0.16 -0.12 -0.05
N -0.27018 2.58342 1.09140 0.50 0.37 0.03
H -0.19445 -0.24714 4.54301 0.00 0.00 -0.01
H -0.77069 1.39342 4.91381 -0.01 0.00 -0.01
H 0.95819 1.07178 4.81249 0.00 0.01 0.00
H -0.31301 -3.41891 3.10346 0.00 0.00 0.00
H -0.67654 -5.86464 2.98066 0.00 -0.01 0.00
H -1.46476 -6.88722 0.87517 0.00 0.00 0.00
H -1.89701 -5.47672 -1.10421 0.00 0.00 0.00
H -1.52995 -3.03034 -0.98035 0.01 0.00 0.00
H 0.33894 3.50729 4.25622 0.02 0.03 0.00
H 0.29421 5.76608 3.18286 -0.01 0.00 0.01
H -0.16197 5.90131 0.72512 0.00 0.01 0.02
H -0.49890 3.81116 -0.54332 0.04 0.02 0.01
C -4.98201 0.33039 -2.88602 -0.02 -0.01 0.01
C -3.96976 1.34595 -3.39137 0.01 0.07 0.00
N -2.64132 0.77669 -3.57847 0.00 -0.11 -0.01
C -1.69989 0.66728 -2.63984 0.12 -0.01 0.06
S -1.97991 1.46805 -1.09766 0.15 0.10 -0.32
N -0.62162 -0.02436 -2.96021 -0.07 0.03 0.23
N 0.32137 -0.09165 -1.98041 -0.16 0.16 -0.26
C 1.42015 -0.74198 -2.17335 0.17 0.07 0.23
C 1.73683 -1.44925 -3.44055 0.01 0.01 -0.03
C 2.37081 -0.73518 -1.04346 -0.09 -0.06 -0.05
C 3.63881 -1.27420 -1.14958 -0.07 0.00 0.01
C 4.49255 -1.20518 -0.05837 -0.01 0.01 0.01
C 4.04917 -0.60768 1.10523 0.04 -0.03 -0.01
C 2.76900 -0.08372 1.14233 -0.06 -0.04 0.10
N 1.94542 -0.15373 0.10316 0.13 0.21 -0.38
H -5.96193 0.79619 -2.78327 0.00 0.00 0.00
H -4.68597 -0.06199 -1.91267 0.01 0.01 0.00
H -5.07672 -0.50522 -3.58028 0.00 0.01 -0.01
H -3.88280 2.18738 -2.70359 0.00 -0.01 0.00
H -4.27654 1.76418 -4.34959 -0.01 -0.03 -0.01
H -2.46556 0.23725 -4.41339 0.00 0.04 -0.02
H 0.86245 -1.49386 -4.07968 -0.01 0.00 0.01
H 2.09162 -2.45751 -3.22502 -0.01 0.00 -0.02
H 2.53077 -0.91753 -3.97088 0.00 0.00 0.00
H 3.95590 -1.72606 -2.07713 0.02 0.00 0.01
H 5.49375 -1.60814 -0.12467 0.00 -0.01 0.00
H 4.68172 -0.52889 1.97701 0.00 0.01 0.00
H 2.39364 0.41045 2.02538 0.02 0.00 -0.04
F 2.44722 4.20881 -0.89152 -0.04 -0.04 0.00
B 2.58881 2.90107 -0.57746 0.09 -0.06 -0.04
F 1.20449 2.24366 -1.10094 0.03 0.41 0.08
F 3.53286 2.20596 -1.26788 -0.02 -0.03 0.02
F 2.59268 2.63621 0.77742 -0.10 0.09 -0.06
```
Positions in Å, forces in eV/Å.

---

(3)
Computed, not measured: a molecular structure, C24H25BrFN3O5S at a distorted geometry, with ωB97M-V/def2-TZVPD.

* highest occupied orbital energy: -9.514 eV
* E_LUMO: 0.0129 Ha
* gap between HOMO and LUMO: 9.864 eV
* max |F|: 0.021 Eh/bohr

Geometry as XYZ:
```
60
Properties=species:S:1:pos:R:3:forces:R:3
C -2.75221 2.74884 3.91684 0.10 0.36 0.37
C -1.92735 2.01477 3.46427 -0.41 -0.34 -0.95
C -1.08050 1.19270 2.62374 0.06 0.45 0.11
O -1.43671 1.21035 1.20121 0.10 -0.10 0.28
S -0.31880 0.28767 0.53438 -0.19 0.34 -0.67
O -0.91107 -0.39148 -0.56261 -0.26 -0.09 0.31
O 0.86088 1.04358 0.31345 0.18 -0.22 0.28
O -0.10471 -0.69807 1.76174 -0.10 0.32 0.20
C -1.01918 -0.30513 2.88780 0.44 -0.92 -0.41
C -2.29832 -1.10733 2.54939 -0.15 0.21 0.01
C -3.61842 -0.61574 3.09454 0.09 -0.04 0.01
O -4.26568 -1.06099 3.96872 -0.18 -0.06 0.15
F -4.07800 0.42634 2.36612 0.02 -0.03 -0.08
C -0.25575 -0.75052 4.15591 0.08 0.47 0.12
Br -1.42776 -1.57058 5.47485 0.01 -0.02 0.02
C 0.54725 0.33376 4.88066 0.36 -0.14 0.09
C 1.74952 0.88695 4.08669 -0.33 0.03 -0.05
H -3.41048 3.46625 4.34169 -0.13 -0.05 0.10
H -0.07981 1.62490 2.63492 0.12 -0.21 0.37
H -2.42193 -1.11376 1.46803 0.05 0.09 -0.05
H -2.15187 -2.13735 2.85963 0.00 0.01 0.16
H 0.43729 -1.52618 3.84143 -0.14 -0.18 -0.02
H -0.11622 1.11869 5.24279 -0.04 0.07 -0.11
H 0.93412 -0.14460 5.77886 -0.06 -0.04 0.03
H 1.95844 0.27384 3.21021 0.10 0.01 -0.03
H 2.64237 0.91082 4.70532 0.03 -0.02 0.02
H 1.56907 1.90505 3.74523 0.10 0.04 -0.05
N -0.70953 -6.28127 -2.01050 0.00 0.02 0.01
C 0.06855 -5.65633 -1.13025 0.02 -0.04 0.00
C -0.08090 -4.32131 -0.78452 -0.01 0.00 -0.01
C -1.09251 -3.59220 -1.38819 -0.04 0.01 0.01
C -1.90973 -4.22913 -2.30852 0.03 -0.02 0.02
C -1.67763 -5.56905 -2.58202 0.00 -0.04 -0.02
H 0.85113 -6.25883 -0.68189 0.01 0.03 0.02
H 0.58281 -3.86558 -0.06156 0.02 0.00 -0.01
H -1.23870 -2.54903 -1.14530 0.00 -0.03 -0.01
H -2.71179 -3.70014 -2.80572 -0.01 -0.01 0.00
H -2.29737 -6.10283 -3.29442 -0.02 0.03 -0.01
N 2.78567 -0.23091 -4.06223 -0.02 0.00 0.00
C 1.85197 -0.27987 -3.11354 0.03 0.03 0.04
C 0.57033 -0.77148 -3.31648 0.03 -0.04 -0.14
C 0.24082 -1.23726 -4.57989 0.00 -0.01 -0.01
C 1.19943 -1.19300 -5.57885 -0.01 0.00 0.02
C 2.45185 -0.68320 -5.26809 0.04 0.01 -0.01
H 2.14825 0.09702 -2.13955 -0.03 -0.01 0.02
H -0.14179 -0.78617 -2.50663 0.05 0.02 -0.09
H -0.74795 -1.63014 -4.78151 0.00 -0.01 0.00
H 0.98560 -1.54596 -6.57856 0.01 0.00 -0.01
H 3.22998 -0.63436 -6.02221 -0.02 -0.01 -0.02
N 2.39276 4.78699 -0.20502 -0.03 0.01 -0.05
C 1.97338 3.68741 -0.83212 0.13 0.19 0.00
C 1.35115 3.70245 -2.07220 -0.02 -0.02 0.01
C 1.15222 4.92266 -2.69575 -0.02 0.01 -0.02
C 1.58281 6.07463 -2.05681 0.00 -0.02 -0.01
C 2.19484 5.95175 -0.81869 0.01 0.00 0.05
H 2.15127 2.75768 -0.31664 0.01 -0.07 -0.01
H 1.03411 2.77659 -2.53417 0.02 -0.01 0.01
H 0.67142 4.97568 -3.66424 0.00 0.00 0.00
H 1.44906 7.04896 -2.50672 0.01 0.01 0.01
H 2.54721 6.83034 -0.28877 -0.01 0.02 -0.02
```
Positions in Å, forces in eV/Å.